A molecular structure, C27H40IrNO at a distorted geometry. Source: the Open Molecules 2025 dataset; level of theory: ωB97M-V/def2-TZVPD.

Structure (XYZ):
```
70
Properties=species:S:1:pos:R:3:forces:R:3
C 1.039886 -2.228108 0.024300 0.74 -0.16 -0.29
C 1.485458 -1.421162 -1.072021 -0.11 -1.07 0.47
C 0.730607 -1.786212 -2.228234 -0.02 -0.47 -0.23
C -0.238422 -2.782784 -1.846314 0.93 -0.42 0.34
C -0.036110 -3.056985 -0.433465 -0.09 -0.39 -0.22
Ir -0.831988 -1.072773 -0.702337 2.46 2.51 -1.69
C -3.572637 0.947321 -1.116323 4.82 1.75 -2.31
C -2.487833 0.433573 -0.201955 -0.77 0.83 2.40
H -1.929051 1.221586 0.390215 -0.54 -1.12 -0.58
C -2.514973 -0.896223 0.246493 -2.94 -0.58 2.96
H -3.301174 -1.486896 -0.208790 -0.36 -0.28 0.35
H -2.362852 -1.110289 1.338961 -0.23 0.06 -0.94
C -3.300133 2.487641 -1.275081 0.62 0.04 -0.08
H -2.462236 2.824905 -0.646987 -0.40 -0.30 0.29
H -2.904551 2.730894 -2.277583 -0.54 -0.31 0.28
H -4.065503 3.200310 -1.117528 -1.24 0.39 0.37
C -3.079678 0.365127 -2.463722 -0.55 -0.29 -1.13
H -2.117227 -0.155375 -2.313366 0.04 -0.25 -0.06
H -3.670954 -0.336947 -3.040721 -0.54 -0.28 0.24
H -2.789087 1.142865 -3.181221 -0.43 -0.12 0.21
C 2.582555 -0.443996 -0.978341 0.11 0.95 -0.30
H 2.310543 0.354237 -0.259062 0.23 -0.44 -0.14
H 3.529549 -0.891178 -0.669959 -0.09 -0.13 0.05
H 2.734982 0.072462 -1.942681 0.06 -0.66 0.51
C 0.982498 -1.306946 -3.619215 0.00 1.25 0.34
H 1.076592 -0.193998 -3.605102 -0.07 -0.80 -0.22
H 1.916193 -1.702260 -4.019945 0.00 -0.13 0.07
H 0.167663 -1.582190 -4.277676 -0.05 0.02 -0.17
C -1.203181 -3.491705 -2.707990 -0.55 -0.30 -0.31
H -1.132583 -3.128702 -3.736715 -0.12 -0.20 0.13
H -1.037503 -4.577424 -2.690701 0.01 0.24 -0.11
H -2.222476 -3.303556 -2.341584 0.16 -0.20 -0.24
C -0.746100 -4.103626 0.350409 -0.06 0.00 0.15
H -1.802654 -4.113807 0.073591 0.06 -0.15 0.11
H -0.329126 -5.098614 0.164428 -0.02 0.10 0.03
H -0.658712 -3.884378 1.419309 -0.11 -0.18 -0.14
C 1.684876 -2.285937 1.367756 -0.13 0.33 0.20
H 0.932831 -2.437529 2.149692 0.25 -0.01 -0.04
H 2.408953 -3.107782 1.431376 -0.15 0.08 -0.12
H 2.217677 -1.349037 1.567859 -0.13 -0.21 0.04
C 2.374835 2.117381 -2.006387 -6.16 1.04 -1.19
C 1.016389 2.210626 -2.648183 1.15 0.31 -1.83
C 3.335334 2.825125 -2.563296 -0.14 1.10 -3.29
C 0.867308 2.669554 -4.016328 -1.09 -1.76 3.94
H -0.026833 2.065710 -2.398913 0.41 -0.95 1.83
C 3.112467 3.276101 -3.953350 2.14 0.14 1.44
H 4.189960 3.103064 -2.022561 1.41 0.17 0.25
C 1.952955 3.115931 -4.657951 1.42 0.75 -2.39
H -0.139593 2.638798 -4.443294 0.43 0.08 0.06
H 3.977698 3.779628 -4.399825 -0.39 -0.26 0.00
H 1.832405 3.329904 -5.744716 0.62 0.26 0.98
O 0.884909 1.275104 1.543428 -0.20 -0.92 1.23
C 0.725105 0.830918 2.698212 0.71 0.91 -0.90
C 1.582865 1.296249 3.870229 -0.29 -0.57 -0.29
C 0.796382 2.208906 4.804768 0.15 0.30 0.46
C -0.060105 1.454185 5.817918 -0.03 -0.01 -0.06
C -1.159873 0.591033 5.198608 -0.01 0.04 -0.02
C -0.657336 -0.540394 4.301484 0.00 -0.11 0.07
N -0.226701 -0.080990 2.981287 -0.54 -0.79 -0.53
H 1.956847 0.400339 4.410692 -0.13 0.48 -0.17
H 2.428389 1.828105 3.455770 0.14 0.03 -0.19
H 1.517315 2.845770 5.345467 -0.32 -0.22 -0.15
H 0.166226 2.885080 4.213890 0.11 -0.04 0.04
H 0.589990 0.815454 6.433752 -0.10 0.14 -0.05
H -0.531169 2.182604 6.481620 0.05 -0.08 0.07
H -1.732999 0.127019 6.003232 -0.04 0.05 0.03
H -1.854779 1.226227 4.628078 0.12 -0.20 0.08
H 0.157949 -1.086163 4.805192 -0.20 0.08 -0.08
H -1.483214 -1.257247 4.144321 0.42 0.28 -0.05
H -0.596832 -0.578495 2.167087 0.10 0.61 0.48
```
Positions in Å, forces in eV/Å.

- total charge = +1
- multiplicity = 6
- energy above the lowest of the compared OMol25 structures with the same formula, charge and spin (kJ/mol) = 360.2
- orbital gap (spin up / spin down) (eV) = 8.534 / 5.953
- E_LUMO (spin up / spin down) (eV) = -1.913 / -5.205
- E_HOMO (spin up / spin down) (hartree) = -0.384 / -0.410
- ⟨S²⟩ = 8.772

A molecular structure, C27H40MoNO at a distorted geometry. Source: the Open Molecules 2025 dataset; level of theory: ωB97M-V/def2-TZVPD.

Structure (XYZ):
```
70
Properties=species:S:1:pos:R:3:forces:R:3
C 1.381327 1.509726 -1.161490 -0.45 -0.42 -0.37
C 0.027135 1.952367 -1.335017 0.26 -0.41 -0.31
C -0.664948 0.961206 -2.149774 0.61 0.05 0.42
C 0.249355 -0.085692 -2.439148 0.17 0.23 0.53
C 1.507368 0.210532 -1.773736 -0.39 0.34 0.08
Mo 0.000000 0.000000 0.000000 -1.11 0.09 -3.05
C -2.368617 -2.048230 0.298989 -0.13 0.16 -0.06
C -0.894823 -1.909730 0.738738 0.92 -0.30 -0.02
H -0.763480 -2.032098 1.823705 -0.02 0.03 -0.33
C 0.269671 -2.188042 -0.075174 -0.58 -0.15 0.51
H 0.131149 -2.608498 -1.080218 0.12 0.30 0.43
H 1.173315 -2.564062 0.422481 -0.35 0.01 -0.12
C -3.122927 -2.987509 1.269966 0.05 -0.04 0.09
H -3.152516 -2.553585 2.284391 0.01 -0.18 -0.36
H -4.163122 -3.164057 0.940839 0.45 0.11 0.12
H -2.604983 -3.961177 1.325273 -0.22 0.36 -0.05
C -2.476844 -2.604709 -1.135072 0.06 -0.03 -0.07
H -1.965055 -1.938572 -1.848142 -0.20 -0.26 0.24
H -2.009590 -3.602101 -1.193260 -0.20 0.35 0.02
H -3.529709 -2.697672 -1.451634 0.43 0.04 0.16
C -0.501795 3.317434 -0.983106 -0.01 0.20 0.06
H -0.264166 3.593019 0.057962 -0.07 -0.07 -0.36
H -0.055551 4.086964 -1.642874 -0.18 -0.35 0.29
H -1.594282 3.367790 -1.109030 0.42 -0.03 0.07
C -2.068886 1.102886 -2.667823 -0.20 0.00 -0.08
H -2.715433 1.625146 -1.944363 0.25 -0.22 -0.25
H -2.080121 1.686141 -3.608623 0.05 -0.25 0.40
H -2.525480 0.122060 -2.873907 0.16 0.36 0.06
C 0.050582 -1.216675 -3.406632 -0.04 -0.17 -0.17
H -1.015500 -1.399126 -3.613817 0.44 0.08 0.04
H 0.538672 -0.967845 -4.368078 -0.21 -0.09 0.40
H 0.500231 -2.159030 -3.051030 -0.18 0.38 -0.16
C 2.774116 -0.588500 -1.910539 0.15 -0.08 -0.14
H 2.556025 -1.645999 -2.132072 0.08 0.41 0.09
H 3.408346 -0.194270 -2.728817 -0.26 -0.19 0.38
H 3.364741 -0.557048 -0.980853 -0.07 0.02 -0.37
C 2.484962 2.280302 -0.494254 0.11 0.16 0.04
H 3.268526 1.611885 -0.104048 -0.22 0.24 -0.25
H 2.955164 2.974039 -1.217043 -0.20 -0.30 0.34
H 2.105434 2.875890 0.350890 0.10 -0.10 -0.35
C -2.253680 0.455340 0.817623 -0.61 0.01 0.58
C -3.010074 -0.646023 0.339285 0.16 0.52 0.03
C -2.817480 1.744771 0.919285 -0.17 -0.25 -0.21
C -4.315783 -0.389076 -0.118307 0.12 0.21 0.04
H -1.346413 0.243203 1.470014 -0.90 0.05 -0.37
C -4.123789 1.970675 0.476725 0.22 -0.19 -0.02
H -2.222323 2.555349 1.349577 -0.25 -0.28 -0.14
C -4.866278 0.899269 -0.050746 0.33 -0.16 0.11
H -4.920904 -1.207723 -0.521988 0.23 0.33 0.18
H -4.567131 2.969305 0.544623 0.18 -0.42 -0.02
H -5.890402 1.067650 -0.400940 0.43 -0.08 0.15
O 0.758204 1.008891 1.595617 -1.48 0.10 0.28
C 1.832940 0.802818 2.151188 2.29 -0.66 0.49
C 2.220655 1.733250 3.271324 -0.12 0.49 0.19
C 2.400993 1.018275 4.610089 0.33 0.15 0.63
C 3.712024 0.234964 4.714903 0.00 -0.24 0.51
C 3.871692 -0.942110 3.747530 0.63 -0.07 0.31
C 3.932074 -0.528808 2.273708 0.79 -0.67 0.25
N 2.627416 -0.211081 1.732529 -0.62 0.84 0.34
H 3.137947 2.304161 3.009611 -0.39 -0.40 0.06
H 1.396723 2.471250 3.396801 0.53 -0.53 -0.44
H 2.450997 1.802992 5.396876 -0.28 -0.47 -0.46
H 1.522347 0.373659 4.829099 0.48 0.35 -0.12
H 4.565000 0.936087 4.573278 -0.45 -0.37 0.11
H 3.780524 -0.166564 5.749243 0.09 0.30 -0.57
H 4.851237 -1.405632 3.997076 -0.61 0.06 -0.21
H 3.082463 -1.708842 3.904510 0.42 0.43 -0.16
H 4.641635 0.313978 2.125108 -0.39 -0.41 0.08
H 4.323910 -1.400322 1.703352 -0.30 0.70 0.17
H 2.292052 -0.791450 0.959866 -0.17 0.36 0.28
```
Positions in Å, forces in eV/Å.

- total charge = +1
- multiplicity = 3
- orbital gap (spin up / spin down) (eV) = 7.914 / 7.629
- E_LUMO (spin up / spin down) (eV) = -2.369 / -2.890
- E_HOMO (spin up / spin down) (hartree) = -0.378 / -0.387
- ⟨S²⟩ = 2.025

A molecular structure, C27H41AsBrN6OY. Source: the Open Molecules 2025 dataset; level of theory: ωB97M-V/def2-TZVPD.

Structure (XYZ):
```
78
Properties=species:S:1:pos:R:3:forces:R:3
Y -0.081382 0.318578 -0.105434 -0.12 -0.62 0.03
Br 4.958013 -0.560444 5.670603 0.01 0.00 0.01
C 3.519602 -0.413248 4.480349 0.00 0.00 -0.03
C 2.218427 -0.258688 4.964302 -0.04 0.00 0.02
C 1.138858 -0.154840 4.100911 0.02 -0.03 0.07
C 1.336988 -0.189174 2.729377 0.07 -0.02 -0.24
O 0.310874 -0.105001 1.868115 -0.19 0.18 -0.13
C 2.648855 -0.328883 2.220750 -0.03 -0.01 0.03
C 2.981888 -0.335875 0.827911 0.09 -0.01 -0.02
N 2.218166 -0.106144 -0.206357 0.18 0.05 0.12
C 2.818558 -0.111246 -1.512061 -0.02 0.03 0.00
C 4.162724 0.008182 -1.762206 0.01 0.04 -0.05
C 4.671360 -0.023853 -3.077176 0.00 0.00 0.00
C 3.832786 -0.159195 -4.144123 0.00 0.00 0.01
C 2.436456 -0.239404 -3.931591 -0.01 0.00 0.01
C 1.517262 -0.342154 -4.997695 0.00 0.00 0.00
C 0.171026 -0.388981 -4.743628 0.01 0.00 -0.01
C -0.251556 -0.315410 -3.415988 0.02 -0.01 0.00
N 0.570473 -0.225760 -2.379113 -0.04 0.08 0.22
C 1.924844 -0.201363 -2.614686 0.00 0.02 0.01
C 3.728537 -0.456034 3.121366 0.00 -0.01 0.02
H 2.052358 -0.224852 6.033402 0.00 0.00 0.00
H 0.137329 -0.050461 4.496817 -0.01 0.01 -0.02
H 4.030234 -0.567317 0.646376 0.00 0.01 -0.03
H 4.872665 0.153364 -0.959285 -0.01 0.00 0.01
H 5.738105 0.068363 -3.228240 0.00 0.00 0.00
H 4.217535 -0.186257 -5.155293 0.00 0.00 0.00
H 1.888868 -0.376915 -6.014824 0.00 0.00 0.00
H -0.554056 -0.464366 -5.541067 0.00 0.00 0.00
H -1.315898 -0.329547 -3.194480 0.00 0.00 0.00
H 4.736019 -0.570929 2.739850 -0.01 0.00 -0.01
C -4.670100 2.013183 -0.477006 0.01 -0.01 0.00
C -3.213418 1.613844 -0.804278 -0.03 -0.01 0.00
N -2.759537 0.480923 0.044970 -0.03 0.16 0.05
C -2.956198 0.850192 1.473284 -0.01 0.02 0.00
C -4.449830 1.082526 1.790548 0.00 0.00 0.00
N -5.206366 1.005367 0.496775 0.00 0.00 0.00
C -5.102857 -0.375497 -0.081134 0.00 0.00 0.00
C -3.601358 -0.699892 -0.258984 0.04 -0.03 0.01
H -5.311110 2.002013 -1.356163 0.00 0.01 0.00
H -4.743114 2.992888 -0.008637 0.00 0.00 0.01
H -2.552114 2.465288 -0.641986 0.00 0.00 0.00
H -3.128525 1.316837 -1.849748 0.00 -0.01 0.00
H -2.377303 1.752986 1.677243 -0.01 0.00 -0.01
H -2.552470 0.057268 2.101440 0.00 0.00 0.00
H -4.636566 2.061741 2.226600 0.00 0.00 0.01
H -4.860165 0.324557 2.454913 0.00 0.00 0.00
H -6.190989 1.213766 0.678367 0.00 0.00 -0.01
H -5.647276 -0.377120 -1.023470 0.00 0.00 0.00
H -5.597311 -1.059773 0.605115 0.00 0.00 0.00
H -3.409505 -1.015285 -1.283828 -0.01 -0.01 0.00
H -3.305292 -1.510903 0.405364 0.00 0.01 0.01
C -0.780852 4.667267 -0.320265 -0.01 0.03 0.02
As 0.378634 3.239961 0.295547 0.09 -0.01 -0.09
C 0.676044 3.643535 2.166795 0.00 0.01 0.00
C 2.082376 3.672440 -0.526667 -0.01 0.03 0.02
H -0.297599 5.627421 -0.144038 0.02 -0.01 0.01
H -1.722494 4.655776 0.228737 0.00 0.00 -0.01
H -0.971691 4.560925 -1.387280 -0.01 0.01 0.00
H 1.077926 4.650834 2.265868 0.00 0.00 -0.02
H 1.385941 2.927009 2.578329 0.00 0.01 0.02
H -0.258549 3.576160 2.721639 0.00 0.00 0.00
H 2.349909 4.700254 -0.285311 -0.01 0.00 0.00
H 2.014794 3.563308 -1.607969 0.01 0.00 0.00
H 2.849044 3.002652 -0.139681 0.01 0.00 -0.01
N 0.496908 -6.427223 -0.157104 0.00 0.01 0.01
C 0.729931 -5.048550 0.421446 0.00 -0.02 0.00
C -0.100343 -3.973170 -0.290781 -0.02 0.00 -0.02
N 0.123614 -2.631424 0.266052 0.01 0.15 0.00
H 1.064925 -7.126986 0.332922 0.00 0.00 0.00
H 0.748861 -6.481690 -1.148361 0.00 0.00 0.00
H -0.479024 -6.725625 -0.070535 0.00 0.00 0.00
H 1.798031 -4.855715 0.330256 0.00 0.01 0.00
H 0.479438 -5.114619 1.479374 0.00 0.01 0.00
H -1.162856 -4.210609 -0.209576 0.00 0.00 0.00
H 0.146480 -3.951387 -1.354184 0.01 0.00 0.00
H 1.112360 -2.393990 0.211798 0.02 -0.05 0.01
H -0.106307 -2.603582 1.256758 0.01 -0.03 0.00
```
Positions in Å, forces in eV/Å.

- total charge = +4
- energy above the lowest of the compared OMol25 structures with the same formula, charge and spin (kJ/mol) = 27.7
- orbital gap (eV) = 6.741
- E_LUMO (eV) = -10.276
- E_HOMO (hartree) = -0.625